Entry 1:
{
  "formula": "C40H62BrClFNO14S8",
  "method": "wB97M-V/def2-TZVPD",
  "symbols": ["C", "C", "Br", "C", "C", "C", "C", "Cl", "C", "C", "C", "S", "C", "C", "F", "C", "C", "C", "S", "O", "O", "C", "C", "N", "H", "H", "H", "H", "H", "H", "H", "H", "H", "H", "H", "H", "H", "H", "C", "C", "C", "S", "O", "O", "C", "H", "H", "H", "H", "H", "H", "H", "H", "C", "C", "C", "S", "O", "O", "C", "H", "H", "H", "H", "H", "H", "H", "H", "C", "C", "C", "S", "O", "O", "C", "H", "H", "H", "H", "H", "H", "H", "H", "C", "C", "C", "S", "O", "O", "C", "H", "H", "H", "H", "H", "H", "H", "H", "C", "C", "C", "S", "O", "O", "C", "H", "H", "H", "H", "H", "H", "H", "H", "C", "C", "C", "S", "O", "O", "C", "H", "H", "H", "H", "H", "H", "H", "H"],
  "positions_angstrom": [[11.51055, 5.35908, 0.92659], [11.88694, 3.81299, 1.12432], [12.30202, 2.83660, -0.56345], [10.81857, 2.95595, 1.95451], [9.36830, 2.85447, 1.29842], [8.88552, 3.56892, 0.01958], [7.42140, 3.45830, -0.55389], [6.96327, 4.37331, -2.07227], [6.40230, 2.57877, 0.22257], [6.89567, 1.81075, 1.51104], [8.33729, 1.92705, 2.05052], [5.55507, 0.79384, 2.33025], [4.11832, 1.98883, 2.22744], [3.14230, 2.20746, 3.40140], [3.34496, 1.42954, 4.57284], [2.01211, 3.24676, 3.25222], [1.90056, 4.06270, 1.91244], [0.72421, 5.15368, 1.87721], [-0.26953, 5.15818, 0.31735], [-1.54174, 5.93708, 0.63500], [-0.52075, 3.77487, -0.21122], [2.88498, 3.80408, 0.72188], [4.03460, 2.75632, 0.85171], [5.00793, 2.47716, -0.24765], [10.39628, 5.59608, 0.98947], [11.83388, 5.63599, -0.15038], [12.06694, 6.08042, 1.61289], [12.86248, 3.79448, 1.74486], [11.25175, 1.92327, 2.23546], [10.67895, 3.49804, 2.97022], [9.59287, 4.22609, -0.58012], [8.61498, 1.33383, 2.99750], [1.32464, 3.41019, 4.14372], [1.17233, 6.21456, 2.00000], [0.05955, 5.00805, 2.80787], [0.42916, 5.91417, -0.61752], [2.80583, 4.39469, -0.25126], [4.81378, 1.53741, -0.65411], [-3.02000, 0.49779, 0.34472], [-1.85081, 0.89966, -0.55426], [-1.16103, -0.38652, -1.01486], [-2.42145, -1.65508, -1.01593], [-2.08924, -2.63770, -0.00719], [-2.72575, -2.02301, -2.38221], [-3.73715, -0.62583, -0.39098], [-3.68831, 1.33888, 0.54120], [-2.64034, 0.13527, 1.30605], [-2.23364, 1.44330, -1.42171], [-1.15070, 1.55745, -0.03634], [-0.75003, -0.28559, -2.02009], [-0.37518, -0.68987, -0.32051], [-4.39324, -1.21154, 0.25342], [-4.29525, -0.24121, -1.24752], [-5.14791, 3.37305, -5.76046], [-4.16350, 4.29423, -5.03670], [-4.18047, 3.91072, -3.55571], [-4.62380, 2.17833, -3.49341], [-5.90998, 2.05460, -2.84571], [-3.47354, 1.40589, -3.07521], [-4.85209, 1.96916, -5.24985], [-5.03976, 3.43608, -6.84507], [-6.17433, 3.65606, -5.50549], [-3.15829, 4.14534, -5.44443], [-4.41969, 5.34717, -5.17382], [-3.20320, 4.05074, -3.09191], [-4.93695, 4.47281, -3.00539], [-5.66141, 1.26336, -5.43846], [-3.91610, 1.58840, -5.66488], [-6.32582, -2.29418, -2.57995], [-7.32391, -1.89532, -1.49132], [-8.45784, -1.12390, -2.16931], [-8.54397, -1.73482, -3.84907], [-8.18264, -0.66235, -4.74813], [-9.75666, -2.50406, -4.01497], [-7.16205, -2.85592, -3.72202], [-5.60030, -3.02536, -2.21713], [-5.77526, -1.41002, -2.91782], [-7.72410, -2.79704, -1.01578], [-6.85154, -1.29529, -0.70998], [-9.41397, -1.29457, -1.67337], [-8.24542, -0.05381, -2.20960], [-6.62533, -2.89357, -4.66968], [-7.55541, -3.84402, -3.47286], [-2.04961, -5.42946, -2.45553], [-0.81970, -6.33041, -2.57538], [-0.95789, -7.12506, -3.87442], [-1.93852, -6.11339, -4.97724], [-3.19561, -6.78507, -5.22347], [-1.10026, -5.62827, -6.05204], [-2.22424, -4.78386, -3.82301], [-1.92822, -4.67978, -1.67116], [-2.92794, -6.03515, -2.21204], [0.08289, -5.71047, -2.61649], [-0.72102, -6.99276, -1.71987], [0.01251, -7.32192, -4.33161], [-1.49063, -8.06436, -3.71369], [-3.21814, -4.36471, -3.97646], [-1.46328, -4.02060, -3.99763], [5.11914, 4.82310, 8.73559], [5.30224, 3.32319, 8.49488], [4.52592, 2.96370, 7.22630], [4.49391, 4.44507, 6.22318], [3.12591, 4.90218, 6.12067], [5.33142, 4.25179, 5.06137], [5.35362, 5.48970, 7.38641], [5.80886, 5.19932, 9.49395], [4.09827, 5.02017, 9.07872], [6.36537, 3.10468, 8.35060], [4.95934, 2.73234, 9.34717], [5.01197, 2.16149, 6.67038], [3.49490, 2.68708, 7.45309], [4.96172, 6.50523, 7.33479], [6.41340, 5.48131, 7.12216], [-4.02216, -7.70385, 1.89067], [-5.25139, -7.90197, 1.00141], [-4.75289, -8.12010, -0.42852], [-3.12389, -8.84647, -0.28485], [-2.15409, -7.90947, -0.80856], [-3.17609, -10.22387, -0.71800], [-3.04556, -8.80434, 1.49698], [-4.27661, -7.75424, 2.95135], [-3.57915, -6.72181, 1.69495], [-5.80538, -8.78466, 1.33714], [-5.93115, -7.04867, 1.05570], [-5.40289, -8.79778, -0.98281], [-4.65528, -7.17542, -0.96664], [-2.02350, -8.60772, 1.81997], [-3.37727, -9.77648, 1.86837]],
  "smiles": "C[C@H](Br)Cc1cc(Cl)c2c(c1)Sc1c(F)cc(C[SH](=O)=O)cc1N2.O=S1(=O)CCCC1.O=S1(=O)CCCC1.O=S1(=O)CCCC1.O=S1(=O)CCCC1.O=S1(=O)CCCC1.O=S1(=O)CCCC1",
  "total_charge": 0,
  "gap_ha": 0.30467,
  "mol_weight_g_mol": 1171.8
}

=====

Entry 2:
{
  "formula": "C35H26AuN3O2P",
  "method": "wB97M-V/def2-TZVPD",
  "symbols": ["Au", "O", "C", "C", "C", "C", "C", "C", "C", "O", "N", "N", "C", "C", "C", "C", "C", "C", "N", "H", "H", "H", "H", "H", "H", "H", "H", "H", "H", "C", "C", "C", "C", "C", "C", "P", "C", "C", "C", "C", "C", "C", "C", "C", "C", "C", "C", "C", "C", "C", "C", "C", "H", "H", "H", "H", "H", "H", "H", "H", "H", "H", "H", "H", "H", "H", "H", "H"],
  "positions_angstrom": [[0.67770, -0.46008, -0.50522], [0.08034, 3.17882, -3.32165], [1.30725, 3.74087, -3.18905], [1.55902, 4.86569, -3.97168], [2.77935, 5.50238, -3.89891], [3.77566, 5.03767, -3.04164], [3.52846, 3.92470, -2.26929], [2.30055, 3.25302, -2.32670], [2.08479, 2.04675, -1.49055], [0.92808, 1.45869, -1.57681], [3.07315, 1.64417, -0.73029], [2.67476, 0.52657, -0.00526], [3.50000, 0.12164, 0.87458], [3.13513, -0.97155, 1.81338], [4.08398, -1.50995, 2.66863], [3.68688, -2.50131, 3.55281], [2.36175, -2.90621, 3.55248], [1.48976, -2.31061, 2.64996], [1.86796, -1.36236, 1.80242], [0.07968, 2.39414, -2.74229], [0.77561, 5.21392, -4.63097], [2.96190, 6.37066, -4.51954], [4.72994, 5.54225, -2.98380], [4.28324, 3.54318, -1.59591], [4.46007, 0.61868, 0.98135], [5.10797, -1.16131, 2.63269], [4.40243, -2.95296, 4.22712], [2.00321, -3.66430, 4.23485], [0.44660, -2.61064, 2.60931], [-5.06816, 1.79522, -2.16605], [-4.26524, 0.97554, -2.95022], [-3.18948, 0.32503, -2.37521], [-2.92134, 0.49504, -1.01255], [-3.71242, 1.33539, -0.22841], [-4.79738, 1.96887, -0.81605], [-1.57365, -0.40501, -0.27820], [-1.29488, 0.44004, 1.31536], [-1.66484, -0.17408, 2.51107], [-1.38252, 0.44228, 3.72115], [-0.73396, 1.66964, 3.74040], [-0.38475, 2.29498, 2.55121], [-0.66164, 1.68627, 1.33562], [-1.98606, -2.09349, 0.09898], [-3.22927, -2.58769, 0.39843], [-3.37055, -3.97024, 0.64724], [-2.29679, -4.81429, 0.51612], [-1.01727, -4.33213, 0.14312], [0.09623, -5.17423, -0.11829], [1.26610, -4.64593, -0.57735], [1.42153, -3.23813, -0.74483], [0.36745, -2.42706, -0.46967], [-0.87386, -2.94566, -0.03852], [-5.90781, 2.30989, -2.61447], [-4.47435, 0.84887, -4.00340], [-2.56048, -0.31537, -2.98248], [-3.49895, 1.48969, 0.81922], [-5.42787, 2.60965, -0.21461], [-2.17279, -1.13059, 2.49952], [-1.66993, -0.03653, 4.64811], [-0.50454, 2.14248, 4.68651], [0.10792, 3.25823, 2.56527], [-0.37963, 2.18226, 0.41373], [-4.09151, -1.93259, 0.44827], [-4.34157, -4.36476, 0.91286], [-2.42730, -5.88100, 0.65459], [-0.00547, -6.24241, 0.02578], [2.10552, -5.29264, -0.79613], [2.37624, -2.83799, -1.06613]],
  "total_charge": 1,
  "gap_ha": 0.21073,
  "mol_weight_g_mol": 748.6
}

=====

Entry 3:
{
  "formula": "C3H14N3O2",
  "method": "wB97M-V/def2-TZVPD",
  "symbols": ["C", "C", "N", "C", "N", "N", "H", "H", "H", "H", "H", "H", "H", "H", "H", "H", "H", "H", "O", "H", "H", "O"],
  "positions_angstrom": [[-0.06871, 1.35968, 0.41762], [0.26610, -0.08297, 0.71605], [1.16048, -0.64988, -0.32249], [1.64980, -1.87600, -0.23732], [2.47564, -2.33039, -1.19694], [1.18990, -2.71940, 0.68350], [0.67825, 2.14189, 0.55810], [-1.00594, 1.57551, 0.89636], [-0.26171, 1.48185, -0.64106], [0.78081, -0.22161, 1.67271], [-0.67086, -0.64122, 0.72272], [1.59331, 0.02486, -0.93381], [3.07362, -1.68117, -1.68826], [2.77927, -3.28831, -1.17018], [1.71044, -3.50579, 1.02439], [0.46078, -2.36184, 1.28358], [-2.82333, -1.78764, -0.31237], [-2.61915, -3.10813, 0.36060], [-2.76994, -2.17154, 0.57226], [-2.29178, 6.96335, -0.08708], [-2.48876, 6.41925, -1.60842], [-2.81821, 6.45948, -0.70996]],
  "total_charge": 1,
  "gap_ha": 0.37445,
  "mol_weight_g_mol": 124.2
}